# 1
Below is a cluster of 24 separate species, C8H56O27S in total, with properties calculated with wB97M-V/def2-TZVPD.

**HOMO energy**: -10.26 eV
**Frontier orbital gap**: 7.867 eV
**Max |F|**: 5.2 eV Å⁻¹

```
92
Properties=species:S:1:pos:R:3:lowdin_charge:R:1
C 2.35886 -0.26992 0.28008 -0.116
C 2.59999 0.40901 -1.16660 -0.227
C 1.25471 0.86996 -1.91450 -0.165
C 0.33114 1.86725 -1.07024 -0.156
O -0.98452 1.95988 -1.69411 -0.126
C -1.99912 1.37946 -0.90343 -0.122
C -2.74953 0.33487 -1.50707 -0.339
S -2.56131 -0.37288 -3.18957 0.813
C -3.84063 -0.09755 -0.43666 -0.326
O -4.67950 -0.99054 -0.62086 0.125
O -3.62767 0.76947 0.67730 0.046
C -2.52484 1.68856 0.56355 -0.274
O -2.17892 2.50437 1.42684 0.132
H 1.31080 -0.11751 0.70040 0.050
H 3.15748 0.16824 0.98646 0.081
H 2.58553 -1.39544 0.20328 0.061
H 3.05719 -0.41806 -1.83309 0.112
H 3.40951 1.23191 -1.13476 0.110
H 0.72583 -0.07731 -2.27862 0.112
H 1.59561 1.42819 -2.86221 0.098
H 0.80571 2.91442 -1.16793 0.121
H 0.30444 1.64629 0.05241 0.124
H -1.86090 -1.56717 -3.05568 -0.085
O 4.56904 -2.18688 1.21896 -0.089
H 4.27071 -2.69233 1.98666 0.018
H 5.43462 -2.55770 1.01537 0.031
O 6.26068 -2.76582 2.89996 -0.070
H 6.72500 -2.88604 3.73936 0.060
H 5.85601 -1.89185 2.97982 0.058
O -0.92699 -0.48186 2.49405 -0.053
H -1.38258 0.36929 2.46001 0.037
H -1.43521 -0.99391 3.14320 0.035
O -1.75197 3.36327 -4.12524 -0.055
H -2.18499 2.62646 -4.58120 0.030
H -1.48290 2.98711 -3.27513 0.012
O 1.47993 3.55432 -3.26639 -0.057
H 1.42035 4.37949 -2.76955 0.056
H 0.61896 3.48082 -3.70290 0.021
O -4.46425 3.72978 -1.16642 -0.032
H -3.99353 3.60264 -0.33394 0.010
H -4.87838 4.59659 -1.06902 0.056
O 8.67361 -4.78035 2.04030 -0.046
H 8.28364 -4.94657 1.17320 0.044
H 8.06542 -4.15249 2.45209 0.011
O 2.06393 -3.26824 2.24898 -0.078
H 1.67346 -3.43512 1.38347 0.002
H 1.45944 -2.64382 2.65912 0.019
O -3.05424 -2.60501 3.28142 -0.044
H -3.45238 -2.77005 2.41695 0.052
H -3.65869 -1.97525 3.70120 0.016
O -5.57725 2.17278 2.87751 -0.042
H -5.10005 3.00656 2.76713 0.028
H -5.16877 1.58176 2.23194 0.008
O -4.34087 2.11606 -4.51366 -0.086
H -4.40632 2.93467 -4.00496 0.028
H -5.19852 2.04339 -4.95105 0.036
O 10.26022 -7.34712 1.02141 -0.053
H 9.87091 -7.51460 0.15484 0.042
H 9.65188 -6.71788 1.43324 0.004
O -7.06375 2.17555 -3.43535 -0.045
H -6.59554 2.04404 -2.59996 0.028
H -7.48073 3.04128 -3.33608 0.062
O -4.67057 -0.27697 4.77982 -0.052
H -5.03953 0.31016 5.45021 0.052
H -4.87060 0.16769 3.94593 0.011
O 12.08082 -4.89807 2.40677 -0.065
H 11.63678 -5.63535 1.96720 0.000
H 12.34350 -5.25982 3.26126 0.034
O -3.51923 5.11209 2.58857 -0.064
H -3.04355 5.94354 2.47484 0.026
H -3.10622 4.52059 1.94974 -0.025
O -0.09576 4.22352 -6.55361 -0.065
H 0.79049 3.86571 -6.42038 0.030
H -0.62186 3.81705 -5.85042 -0.015
O -0.30522 -3.12546 1.63279 -0.061
H -0.76549 -2.27060 1.59595 0.013
H -0.81055 -3.63561 2.27885 0.057
O 1.84284 -5.46214 0.01691 -0.055
H 1.40276 -6.19942 -0.42269 0.037
H 2.10757 -5.82353 0.87245 0.041
O -8.24464 1.06045 -0.78952 -0.053
H -8.19404 1.42547 -1.68345 0.001
H -7.42437 0.56022 -0.69351 0.025
O 0.76172 -0.67267 5.08183 -0.057
H 0.36420 -0.83601 4.21583 -0.009
H 0.16095 -0.04399 5.49955 0.036
O 0.17033 -1.14620 -4.99635 -0.081
H 0.48238 -1.83475 -5.59656 0.042
H 0.12654 -0.35632 -5.54935 0.039
O -1.31985 5.85059 0.87649 -0.044
H -1.27060 6.20859 -0.01871 0.051
H -0.49853 5.35275 0.97522 0.049
```

***

# 2
Below is a structure of composition C21H42MoN6O3Si, with properties calculated with wB97M-V/def2-TZVPD.

**HOMO energy (alpha / beta)**: -13.73 / -14.03 eV
**Spin multiplicity**: 3
**<S²>**: 2.021
**Net charge**: +2
**Frontier orbital gap (alpha / beta)**: 8.741 / 8.473 eV
**Max |F|**: 2.6 eV Å⁻¹

```
74
Properties=species:S:1:pos:R:3:lowdin_charge:R:1
Mo -1.00658 0.30735 1.55786 1.628
C -1.07888 0.24097 3.94079 -0.157
C -1.92585 -0.73922 3.36759 -0.166
C -3.01468 -0.04060 2.72311 -0.134
C -2.73678 1.30789 2.86535 -0.182
C -1.57179 1.48818 3.61694 -0.156
H -0.15170 0.03205 4.44262 0.122
H -1.79224 -1.76619 3.60241 0.074
H -3.87484 -0.52222 2.37413 0.112
H -3.39629 2.15431 2.62259 0.141
H -1.17318 2.47039 3.93276 0.119
N -2.13731 1.64741 0.00810 0.006
C -1.76240 1.07320 -1.32174 -0.248
C -2.76728 1.32771 -2.49056 -0.117
C -2.09790 1.78190 -3.81648 -0.156
C -1.06896 0.82183 -4.44940 -0.130
N -1.63273 -0.49633 -4.82308 0.114
C -1.50099 -0.94740 -6.05898 -0.415
N -1.60822 -2.26019 -6.29240 0.212
N -1.25867 -0.15718 -7.12198 0.209
C -1.47065 -0.45041 -1.23148 -0.558
O -1.52492 -1.12691 -2.23905 0.064
O -1.11601 -0.89120 -0.08054 -0.193
H -3.14879 1.61714 0.14590 0.113
H -1.82581 2.62742 -0.04042 0.126
H -0.82639 1.52670 -1.56336 0.120
H -3.39275 2.17161 -2.22596 0.115
H -3.36073 0.46638 -2.71798 0.109
H -1.67563 2.76165 -3.58477 0.122
H -2.84419 1.94861 -4.58535 0.114
H -0.37226 0.63068 -3.63243 0.110
H -0.60800 1.32573 -5.27853 0.114
H -1.90054 -1.12044 -4.07597 0.118
H -1.83017 -2.88024 -5.53718 0.132
H -1.60998 -2.66016 -7.21287 0.131
H -1.47364 0.81428 -7.07631 0.117
H -1.23691 -0.64488 -8.01213 0.138
C 2.32529 0.50553 -0.91393 -0.016
N 2.67805 1.20007 0.28627 -0.080
C 4.00862 0.98574 0.82408 -0.116
C 4.06141 1.01672 2.34952 -0.135
C 3.35597 2.21340 2.87831 -0.142
N 2.05714 2.36559 2.22158 -0.059
C 1.12172 3.22117 2.92622 -0.032
C 1.72395 1.72881 1.06324 -0.437
O 0.47810 1.67672 0.76404 -0.169
H 1.27484 0.55715 -1.20370 0.074
H 2.53777 -0.56657 -0.70788 0.108
H 2.90676 0.91759 -1.76048 0.118
H 4.72935 1.65702 0.36439 0.138
H 4.24780 -0.03021 0.49290 0.129
H 5.11591 1.04332 2.59301 0.130
H 3.66608 0.07839 2.73085 0.116
H 3.97907 3.14846 2.80501 0.155
H 3.16546 2.10000 3.93740 0.128
H 0.72232 2.71364 3.80150 0.072
H 0.32097 3.64163 2.24812 0.118
H 1.64467 4.12359 3.21880 0.101
C -0.54903 -3.74565 3.03060 -0.188
Si 0.63999 -2.87587 1.86753 0.490
C 2.41638 -3.46203 2.16751 -0.163
C 0.12117 -3.33971 0.13949 -0.175
C 0.69391 -0.94841 2.01416 -0.306
H -0.23012 -4.77588 3.20508 0.043
H -1.56987 -3.77022 2.61069 0.042
H -0.59296 -3.29146 4.03473 0.031
H 2.58906 -4.47590 1.80888 0.043
H 2.66668 -3.37073 3.20008 0.021
H 3.03371 -2.74594 1.65893 0.005
H 0.29993 -4.37220 -0.03023 0.032
H 0.62980 -2.72049 -0.57277 0.018
H -0.94024 -3.05369 0.05512 0.032
H 1.35139 -0.63049 1.20492 -0.011
H 1.09360 -0.55890 2.95485 0.011
```

***

Per-record ΔE to the lowest compared entry with this formula, charge and spin, kJ/mol: 0.0, 95.9